(1)
{
  "formula": "C22H56FInO13P3",
  "method": "ωB97M-V/def2-TZVPD",
  "elements": ["C", "In", "F", "C", "C", "C", "O", "H", "H", "H", "H", "H", "H", "H", "H", "H", "H", "H", "O", "P", "O", "C", "C", "O", "C", "C", "O", "C", "C", "H", "H", "H", "H", "H", "H", "H", "H", "H", "H", "H", "H", "H", "H", "H", "O", "P", "O", "C", "C", "O", "C", "C", "O", "C", "C", "H", "H", "H", "H", "H", "H", "H", "H", "H", "H", "H", "H", "H", "H", "H", "O", "P", "O", "C", "C", "O", "C", "C", "O", "C", "C", "H", "H", "H", "H", "H", "H", "H", "H", "H", "H", "H", "H", "H", "H", "H"],
  "coordinates": [[3.275082, 3.450265, 1.628081], [2.205846, 5.274692, 0.957296], [3.492585, 6.858629, 1.099885], [0.424109, 5.544831, 2.236152], [-0.887410, 5.196865, 1.477992], [-1.261172, 3.718142, 1.647617], [-1.538345, 3.077288, 0.392652], [2.527694, 2.789775, 2.084595], [3.770452, 2.899746, 0.826386], [3.988895, 3.701785, 2.418310], [1.743357, 5.112373, -0.753389], [0.365250, 6.568155, 2.620247], [0.484376, 4.899237, 3.120941], [-1.681306, 5.846165, 1.862609], [-0.763093, 5.348554, 0.403501], [-2.142809, 3.625540, 2.291514], [-0.431313, 3.190511, 2.127694], [-0.884125, 2.394909, 0.239521], [0.178689, 0.833152, -2.325917], [0.008783, 0.373539, -3.704225], [0.747015, -1.011982, -3.995029], [1.070965, -1.916205, -2.933365], [0.033027, -3.008626, -2.781102], [0.749422, 1.321868, -4.741186], [1.400297, 2.525603, -4.299285], [2.875622, 2.299793, -4.059522], [-1.348713, 0.267578, -4.507699], [-2.384461, -0.648951, -4.120846], [-2.888454, -0.408584, -2.712009], [1.201553, -1.381694, -1.991513], [2.032483, -2.360278, -3.194776], [-0.931239, -2.595049, -2.480381], [0.349067, -3.720368, -2.017485], [-0.105350, -3.545379, -3.720840], [0.920946, 2.912139, -3.400692], [1.248748, 3.257571, -5.093036], [3.036661, 1.449926, -3.395041], [3.315436, 3.186508, -3.602592], [3.405325, 2.086270, -4.990437], [-2.029315, -1.673320, -4.255744], [-3.189225, -0.495900, -4.838511], [-2.082988, -0.480480, -1.979244], [-3.651728, -1.145392, -2.456758], [-3.320577, 0.587794, -2.623058], [4.281522, -5.554023, -3.579187], [5.737512, -5.418116, -3.672085], [6.367837, -4.512802, -2.528714], [5.704729, -4.294262, -1.274438], [6.205669, -5.229939, -0.196076], [6.158668, -4.587153, -4.961660], [5.178422, -4.133011, -5.900861], [4.759347, -2.713117, -5.590782], [6.780466, -6.586550, -3.875105], [7.011556, -7.580269, -2.862286], [5.762972, -8.358163, -2.501342], [4.624674, -4.385462, -1.396669], [5.916516, -3.261467, -0.999535], [5.968886, -6.268767, -0.433655], [5.734395, -4.985751, 0.756361], [7.287037, -5.145212, -0.080889], [4.316240, -4.799795, -5.909332], [5.647908, -4.191994, -6.883589], [4.457953, -2.621667, -4.546709], [3.923489, -2.410591, -6.222691], [5.584130, -2.018486, -5.753909], [7.459932, -7.104833, -1.987272], [7.763086, -8.248355, -3.279629], [4.966822, -7.699072, -2.151035], [5.985442, -9.076903, -1.711630], [5.383534, -8.898407, -3.368585], [-7.274813, 2.552944, 4.422537], [-6.242512, 1.969599, 5.283206], [-5.196626, 3.030525, 5.836656], [-5.500509, 4.428313, 5.928392], [-5.959531, 4.820327, 7.316370], [-5.274322, 1.012589, 4.467777], [-5.482276, 0.739760, 3.076553], [-4.646927, 1.661023, 2.214981], [-6.480779, 0.980203, 6.493507], [-7.150249, 1.398971, 7.692809], [-8.557368, 1.900898, 7.441010], [-6.245529, 4.703669, 5.180742], [-4.578081, 4.952127, 5.679162], [-6.903827, 4.335468, 7.571460], [-6.109537, 5.899300, 7.368068], [-5.218143, 4.535997, 8.064297], [-6.540320, 0.817406, 2.824802], [-5.185491, -0.299249, 2.926790], [-4.807784, 2.704340, 2.487905], [-4.895022, 1.534500, 1.160854], [-3.584481, 1.453188, 2.342760], [-6.539501, 2.146120, 8.204443], [-7.174856, 0.518291, 8.332715], [-8.565085, 2.738024, 6.741005], [-9.009751, 2.231770, 8.376962], [-9.175489, 1.111070, 7.014233]],
  "atomic_forces_ev_per_a": [[-0.16, 0.16, 0.23], [0.06, -0.56, -0.12], [-0.02, 0.04, 0.07], [-0.32, 0.11, -0.09], [0.55, -0.06, 0.38], [0.20, 0.04, -0.16], [-0.44, 0.04, 0.17], [0.02, -0.04, -0.07], [0.09, 0.05, 0.04], [0.12, -0.08, -0.12], [-0.02, 0.16, -0.03], [0.08, 0.00, -0.07], [0.11, 0.07, 0.03], [-0.23, -0.13, -0.30], [-0.19, 0.20, 0.02], [0.01, -0.13, -0.05], [-0.05, 0.05, 0.08], [0.17, 0.02, -0.12], [-1.05, -0.36, 0.39], [2.13, 0.82, -1.34], [-0.50, -0.33, 0.24], [0.27, -0.34, 0.23], [-0.12, 0.07, -0.11], [-0.27, -0.06, -0.01], [0.15, 0.33, 0.11], [0.12, -0.16, -0.09], [-0.52, -0.13, 0.69], [-0.23, -0.11, 0.03], [0.06, 0.04, 0.07], [-0.06, 0.19, -0.10], [0.00, 0.05, -0.09], [0.02, 0.00, 0.06], [0.03, 0.00, -0.01], [0.03, -0.02, 0.01], [-0.02, -0.13, 0.05], [-0.04, -0.07, -0.04], [-0.07, 0.09, 0.13], [-0.01, -0.01, 0.03], [-0.06, 0.03, -0.03], [0.13, 0.03, 0.04], [0.06, 0.08, -0.05], [-0.02, -0.01, -0.01], [-0.02, -0.01, -0.05], [0.02, 0.01, 0.01], [0.00, -1.05, 0.47], [0.49, 2.30, -1.29], [0.02, -0.53, 0.45], [-0.16, 0.25, 0.28], [0.09, -0.11, -0.11], [0.10, -0.35, -0.01], [-0.21, 0.18, -0.21], [0.10, 0.12, 0.06], [-0.50, -0.67, 0.38], [0.11, -0.19, 0.12], [-0.10, 0.05, -0.02], [0.03, -0.07, -0.15], [0.06, 0.01, -0.08], [-0.05, 0.01, 0.03], [-0.01, 0.02, -0.01], [-0.01, 0.03, 0.01], [0.03, -0.04, 0.16], [0.07, -0.01, 0.05], [-0.11, -0.06, -0.03], [0.00, -0.01, 0.00], [0.01, -0.02, -0.01], [-0.08, 0.11, -0.01], [0.01, 0.06, -0.09], [0.02, -0.02, 0.01], [0.05, -0.01, -0.01], [0.00, 0.00, 0.00], [-0.85, 0.02, 0.81], [2.17, -0.45, -1.57], [-0.43, 0.19, 0.55], [0.09, 0.39, -0.11], [-0.02, -0.16, 0.06], [-0.19, -0.19, 0.24], [0.01, -0.03, -0.38], [0.18, 0.02, 0.11], [-0.86, 0.27, 0.22], [-0.07, -0.01, 0.22], [-0.02, 0.05, -0.10], [-0.03, -0.16, -0.02], [0.04, -0.09, -0.01], [-0.03, 0.05, -0.03], [0.02, 0.00, -0.02], [0.02, 0.03, -0.01], [-0.02, 0.12, 0.14], [0.03, 0.01, 0.08], [-0.13, -0.01, -0.05], [0.01, -0.01, 0.00], [0.00, 0.01, -0.03], [0.03, 0.06, -0.12], [0.06, -0.06, -0.07], [0.00, -0.01, 0.03], [0.03, -0.04, 0.04], [0.01, 0.00, 0.00]],
  "mulliken_charge": [-1.135, 0.969, -0.757, -1.285, -0.291, -0.161, -0.467, 0.213, 0.255, 0.250, -0.425, 0.359, 0.408, 0.290, 0.229, -0.052, 0.378, 0.218, -0.505, 0.766, -0.322, 0.171, -1.150, -0.385, -0.244, -1.033, -0.377, -0.190, -1.063, 0.295, 0.046, 0.261, 0.417, 0.254, 0.335, 0.300, 0.244, 0.375, 0.277, 0.219, 0.290, 0.291, 0.372, 0.360, -0.666, 0.914, -0.293, -0.153, -1.087, -0.353, -0.294, -0.882, -0.397, -0.212, -1.041, 0.268, 0.359, 0.211, 0.404, 0.261, 0.323, 0.303, 0.137, 0.372, 0.292, 0.233, 0.287, 0.303, 0.367, 0.337, -0.709, 0.931, -0.293, -0.255, -1.028, -0.336, -0.338, -0.948, -0.381, -0.208, -1.057, 0.331, 0.357, 0.186, 0.399, 0.263, 0.321, 0.322, 0.246, 0.403, 0.259, 0.232, 0.289, 0.316, 0.366, 0.338],
  "e_homo_ev": -4.4,
  "total_energy_ev": -86106.4081,
  "total_charge": -1,
  "multiplicity": 1,
  "e_lumo_ev": 1.95,
  "max_force_ev_per_a": 2.72,
  "orbital_gap_ev": 6.326
}

(2)
{
  "formula": "C13H9N4O7",
  "method": "ωB97M-V/def2-TZVPD",
  "elements": ["C", "C", "C", "O", "C", "C", "O", "C", "O", "H", "H", "H", "H", "H", "H", "H", "N", "C", "C", "C", "C", "N", "O", "O", "C", "C", "N", "O", "O", "N", "C", "H", "H"],
  "coordinates": [[1.880657, -0.472978, -1.052863], [0.995376, -0.995332, -0.022616], [1.134018, -0.494380, 1.316712], [1.933438, 0.381634, 1.646402], [0.162719, -1.122684, 2.327471], [-1.182781, -1.237620, 1.672290], [-1.144484, -2.026135, 0.441780], [-0.077675, -1.935408, -0.391369], [-0.028902, -2.624339, -1.407093], [1.624981, -0.934131, -2.011094], [1.828629, 0.623452, -1.122359], [2.913900, -0.730839, -0.768781], [0.533983, -2.121181, 2.619134], [0.110214, -0.481790, 3.213571], [-1.907193, -1.758500, 2.304038], [-1.575077, -0.236854, 1.439825], [4.383615, -6.744086, -5.226507], [4.172777, -6.049032, -4.309864], [3.944603, -5.212728, -3.174308], [4.596057, -4.012575, -2.862946], [4.262912, -3.275440, -1.685106], [5.060944, -2.123260, -1.381536], [6.068458, -1.880008, -2.100758], [4.749205, -1.402874, -0.396730], [3.235384, -3.717326, -0.818912], [2.647324, -4.945110, -1.101505], [1.728049, -5.716296, -0.378669], [1.127568, -5.570286, 0.665519], [1.542325, -6.927067, -1.182619], [2.317583, -6.886942, -2.330080], [2.974100, -5.703369, -2.245694], [5.364381, -3.629294, -3.532467], [2.919950, -3.166519, 0.060654]],
  "atomic_forces_ev_per_a": [[1.04, 0.04, -0.64], [-2.06, -0.67, 1.83], [-0.98, -0.80, -1.50], [0.59, 0.39, 0.57], [0.54, -0.07, -0.03], [-0.15, -0.35, -0.83], [-0.69, -0.36, 0.80], [2.43, 1.50, 0.53], [-0.74, -0.27, 0.08], [0.16, 0.16, -0.04], [0.05, -0.16, -0.09], [-0.33, 0.46, -0.49], [-0.15, 0.30, 0.01], [-0.01, -0.11, -0.08], [0.03, 0.03, -0.12], [0.09, -0.16, -0.09], [-0.49, 1.42, 1.89], [1.00, -1.02, -2.14], [0.24, 1.09, 0.79], [-0.55, -1.29, -0.67], [-1.62, -1.66, 0.55], [1.54, 2.96, 1.38], [-2.12, -0.74, 1.14], [0.86, -2.24, -2.26], [1.32, 1.26, -0.26], [-1.14, -1.67, 0.22], [0.40, 0.41, -0.86], [0.84, -0.41, -1.46], [0.34, 1.36, 0.63], [0.62, 2.12, 1.13], [-0.96, -1.73, -0.21], [-0.21, -0.06, 0.27], [0.12, 0.28, -0.06]],
  "nbo_charge": [-0.635, -0.465, 0.495, -0.700, -0.520, -0.051, -0.539, 0.762, -0.718, 0.212, 0.201, 0.206, 0.205, 0.215, 0.176, 0.171, -0.290, 0.280, -0.188, -0.094, -0.001, 0.490, -0.402, -0.329, -0.071, 0.037, 0.424, -0.300, -0.157, -0.097, 0.121, 0.267, 0.296],
  "e_homo_ev": -3.5,
  "total_energy_ev": -33913.1800,
  "total_charge": -1,
  "e_above_lowest_ev": 0.250,
  "multiplicity": 1,
  "e_lumo_ev": 0.11,
  "max_force_ev_per_a": 3.61,
  "orbital_gap_ev": 3.579
}

(3)
{
  "formula": "C3H3O2P",
  "method": "ωB97M-V/def2-TZVPD",
  "elements": ["C", "C", "C", "O", "O", "P", "H", "H", "H"],
  "coordinates": [[-2.932156, -1.345785, -0.119100], [-2.893414, -2.402680, 0.527962], [-0.080776, 0.242743, -0.033740], [-3.788108, 1.371740, 0.239973], [-1.245930, 0.989415, 0.166429], [-2.825181, 0.434984, -0.304392], [0.155890, -0.320164, 0.786787], [0.824895, 0.968500, -0.501212], [-0.346927, -0.555384, -0.827550]],
  "atomic_forces_ev_per_a": [[0.28, 5.22, -2.09], [0.10, -1.28, 0.71], [1.16, 0.60, -5.59], [-0.50, 0.41, -1.12], [-3.87, -0.03, -1.23], [3.56, -3.10, 4.37], [0.91, -0.87, 2.42], [-2.57, -2.05, 1.60], [0.95, 1.10, 0.93]],
  "nbo_charge": [-0.937, 0.126, -0.249, -0.892, -0.724, 2.083, 0.200, 0.203, 0.190],
  "e_homo_ev": [-10.5, -10.5],
  "total_energy_ev": -16537.4512,
  "e_above_lowest_ev": 5.184,
  "multiplicity": 1,
  "e_lumo_ev": [-3.35, -3.36],
  "max_force_ev_per_a": 6.43,
  "orbital_gap_ev": [7.138, 7.129]
}

(4)
{
  "formula": "C15H22N2O5",
  "method": "ωB97M-V/def2-TZVPD",
  "elements": ["C", "C", "C", "C", "C", "C", "O", "O", "C", "C", "C", "C", "O", "N", "N", "C", "O", "C", "C", "C", "C", "O", "H", "H", "H", "H", "H", "H", "H", "H", "H", "H", "H", "H", "H", "H", "H", "H", "H", "H", "H", "H", "H", "H"],
  "coordinates": [[-5.538501, -2.700642, -0.652296], [-4.358662, -2.850703, 0.300900], [-3.822643, -1.511018, 0.805499], [-3.210636, -0.665425, -0.311454], [-2.419441, 0.530967, 0.242327], [-3.326332, 1.300292, 1.177693], [-4.273396, 1.962237, 0.846269], [-2.963778, 1.160424, 2.458935], [-1.930956, 1.493025, -0.856468], [-1.106778, 2.618582, -0.230595], [-1.143432, 0.773181, -1.967469], [-0.021909, -0.083939, -1.425162], [-0.107741, -1.273624, -1.184309], [1.136360, 0.583667, -1.231229], [2.242689, -0.057645, -0.687410], [3.329600, 0.671018, -0.339824], [3.371859, 1.878575, -0.514573], [4.418604, -0.117978, 0.236915], [5.651954, 0.284154, 0.683501], [6.302257, -0.881602, 1.139908], [5.422905, -1.903726, 0.939603], [4.283742, -1.457367, 0.396466], [-6.326916, -2.109354, -0.191418], [-5.235290, -2.211446, -1.573947], [-5.945932, -3.676839, -0.905698], [-4.673069, -3.445258, 1.161975], [-3.552766, -3.392072, -0.198988], [-3.057027, -1.703170, 1.561098], [-4.634654, -0.959606, 1.286086], [-2.529212, -1.292985, -0.885419], [-3.997177, -0.289997, -0.967305], [-1.571627, 0.158952, 0.823763], [-3.574525, 1.639050, 3.042266], [-2.818647, 1.936862, -1.320159], [-0.714621, 3.283331, -0.997444], [-1.731580, 3.210975, 0.433745], [-0.277587, 2.224316, 0.352905], [-0.738169, 1.520492, -2.650756], [-1.815646, 0.122363, -2.525661], [1.287377, 1.578189, -1.351442], [2.116250, -1.049861, -0.533367], [6.025577, 1.286764, 0.677402], [7.284997, -0.950433, 1.558074], [5.491859, -2.955529, 1.136914]],
  "atomic_forces_ev_per_a": [[0.19, -0.12, 0.11], [-0.14, 0.19, 0.10], [0.10, -0.23, -0.26], [0.01, 0.01, 0.37], [-0.22, 0.02, -0.33], [-0.01, 0.12, -0.02], [-0.14, 0.05, -0.15], [0.32, -0.18, 0.60], [0.13, 0.06, 0.17], [-0.23, -0.08, -0.07], [-0.24, -0.10, 0.18], [0.15, 0.31, -0.26], [-0.02, -0.39, 0.16], [0.79, 0.43, 0.16], [-0.53, -0.39, -0.10], [-0.59, -0.21, -0.22], [0.14, 0.08, 0.05], [1.08, 0.65, 0.35], [-0.91, -0.05, -0.37], [-0.29, -0.52, -0.04], [0.79, 0.12, 0.31], [-0.50, -0.01, -0.21], [-0.13, 0.08, 0.01], [-0.04, 0.07, -0.14], [-0.09, -0.04, -0.08], [0.06, -0.07, -0.02], [0.05, -0.07, 0.05], [0.00, 0.05, 0.07], [-0.02, 0.02, 0.10], [-0.01, 0.04, -0.08], [-0.01, 0.03, -0.11], [0.00, 0.01, -0.04], [-0.07, 0.03, -0.32], [0.06, -0.08, 0.01], [0.07, 0.12, -0.05], [0.00, 0.12, 0.07], [0.10, 0.00, 0.06], [-0.03, 0.01, -0.05], [0.13, -0.03, -0.04], [-0.11, -0.18, -0.01], [0.04, 0.14, -0.01], [0.01, 0.24, -0.03], [0.19, -0.09, 0.09], [-0.10, -0.14, -0.02]],
  "nbo_charge": [-0.608, -0.386, -0.396, -0.403, -0.333, 0.821, -0.610, -0.687, -0.192, -0.620, -0.486, 0.659, -0.642, -0.448, -0.435, 0.603, -0.628, 0.148, -0.225, -0.320, 0.119, -0.395, 0.201, 0.201, 0.209, 0.199, 0.197, 0.205, 0.195, 0.234, 0.207, 0.227, 0.495, 0.228, 0.209, 0.222, 0.208, 0.222, 0.241, 0.434, 0.439, 0.244, 0.235, 0.209],
  "e_homo_ev": -8.9,
  "total_energy_ev": -29130.1591,
  "smiles": "CCCC[C@H](C(=O)O)[C@@H](C)CC(=O)NNC(=O)c1ccco1",
  "e_above_lowest_ev": 0.939,
  "multiplicity": 1,
  "e_lumo_ev": 0.60,
  "max_force_ev_per_a": 1.30,
  "orbital_gap_ev": 9.510
}